(1)
{
  "formula": "C3H11NS",
  "method": "wB97M-V/def2-TZVPD",
  "species": ["H", "H", "H", "C", "N", "H", "H", "H", "S", "C", "H", "H", "H", "H", "C", "H"],
  "coordinates": [[0.732, -2.154, 1.447], [2.153, -0.229, 0.894], [-3.238, -0.932, -1.405], [-0.093, 1.785, -0.180], [0.193, 0.691, 0.785], [-0.125, 1.341, -1.205], [1.132, -2.451, -0.184], [-0.436, -1.738, 0.163], [-2.019, -0.477, -1.742], [1.188, -0.321, 0.368], [-1.078, 2.268, -0.013], [0.685, 2.580, -0.263], [-1.326, 0.449, -0.217], [1.387, -0.059, -0.681], [0.625, -1.714, 0.453], [0.220, 0.959, 1.781]],
  "atomic_forces_ev_per_a": [[-0.202, 0.287, 0.176], [-0.378, 0.098, -0.011], [0.152, 0.224, 0.403], [1.227, 0.680, -0.550], [-0.882, 0.471, -0.132], [-0.001, 0.373, 0.813], [0.120, 0.446, -0.147], [0.456, 0.104, 0.142], [1.123, 1.528, 2.082], [-0.074, 0.879, -0.718], [0.610, -0.257, 0.147], [-0.329, -0.340, 0.401], [-1.568, -2.814, -1.962], [0.141, -0.303, 0.213], [-0.311, -1.264, 0.203], [-0.085, -0.111, -1.061]],
  "relative_energy_ev": 2.7889,
  "total_charge": 0,
  "lumo_ev": 0.69,
  "max_force_ev_per_a": 3.77
}



(2)
{
  "formula": "C2H9N4O",
  "method": "wB97M-V/def2-TZVPD",
  "species": ["H", "H", "C", "H", "H", "H", "H", "N", "N", "H", "N", "C", "N", "O", "H", "H"],
  "coordinates": [[-1.396, -0.824, -1.621], [0.092, -1.095, -2.702], [-0.304, 0.680, 0.023], [-1.045, 1.161, -0.580], [-1.452, 0.188, 1.766], [1.150, 0.176, -1.474], [1.203, -0.150, 2.162], [-0.541, 0.239, 1.265], [0.322, -0.597, 1.948], [-0.248, -2.183, -1.242], [0.437, -0.272, -0.839], [-0.387, -1.190, -1.702], [1.027, 2.446, -0.172], [0.491, 3.192, 0.591], [0.869, -0.860, -0.159], [-0.217, -0.910, 2.736]],
  "atomic_forces_ev_per_a": [[-0.406, -0.257, -0.473], [-0.987, -0.538, 0.509], [1.303, 0.642, -1.471], [-0.679, 0.327, 0.495], [0.668, 0.872, -1.539], [-0.717, -0.188, 1.381], [-0.087, 0.292, 0.690], [-2.550, 0.758, 1.352], [1.007, -1.043, -0.931], [-0.470, 0.274, -0.723], [0.409, 0.537, -0.886], [1.157, -0.158, -0.001], [-2.862, 1.890, 3.223], [2.267, -2.432, -2.772], [1.221, -0.643, 0.626], [0.726, -0.333, 0.521]],
  "relative_energy_ev": 7.5639,
  "total_charge": 1,
  "lumo_ev": [-3.94, -4.20],
  "max_force_ev_per_a": 4.71
}



(3)
{
  "formula": "C16H23BCuN6",
  "method": "wB97M-V/def2-TZVPD",
  "species": ["N", "H", "C", "H", "H", "H", "H", "H", "N", "H", "C", "C", "C", "H", "C", "C", "B", "C", "C", "C", "C", "H", "H", "N", "H", "C", "H", "C", "H", "H", "H", "N", "H", "H", "C", "C", "H", "H", "H", "N", "H", "C", "Cu", "N", "C", "H", "H"],
  "coordinates": [[-1.505, -0.167, -1.956], [0.889, 1.795, 4.264], [-1.252, -0.708, 5.362], [-0.928, -2.796, 2.233], [1.342, 3.631, -0.402], [-2.220, -0.222, 5.173], [1.320, -1.700, 4.306], [-1.760, -2.280, 0.704], [0.677, 1.793, -2.992], [0.569, 3.106, -4.648], [1.011, 3.953, -2.601], [2.428, -1.957, -1.819], [2.538, -2.481, -3.118], [-0.862, 2.006, 4.438], [-0.627, -0.193, 3.128], [0.723, 3.001, -3.579], [0.297, 0.453, -3.659], [-0.998, -2.011, 1.462], [-2.797, -0.504, -1.932], [-0.157, -0.065, 4.510], [-0.001, 1.429, 4.791], [-1.935, -0.137, 1.411], [-1.006, -0.622, 6.428], [1.038, 1.914, -1.638], [2.843, -2.331, -0.898], [-2.245, -0.175, -4.072], [0.154, 1.601, 5.862], [-3.321, -0.531, -3.254], [3.103, -3.333, -3.434], [-4.318, -0.767, -3.551], [-1.371, -1.773, 5.115], [1.271, -0.655, -3.189], [1.994, -0.056, 4.256], [-3.320, -0.715, -1.009], [1.814, -1.622, -3.948], [1.227, -0.689, 4.719], [-2.164, -0.059, -5.140], [1.157, 5.007, -2.767], [-0.030, -1.991, 0.941], [-1.169, 0.042, -3.277], [1.457, -0.724, 5.792], [-1.231, -0.641, 2.078], [2.405, 0.767, -0.936], [1.746, -0.777, -1.875], [1.150, 3.252, -1.399], [1.685, -1.633, -5.026], [0.377, 0.564, -4.853]],
  "atomic_forces_ev_per_a": [[-0.106, 0.081, -0.466], [-0.265, 0.038, 0.078], [-0.168, -0.177, 0.377], [-0.127, 0.180, -0.289], [0.063, -0.189, -0.184], [0.323, -0.082, 0.104], [-0.145, 0.137, 0.119], [0.338, 0.190, 0.537], [1.315, 0.490, 1.338], [-0.128, -0.031, 0.345], [-0.047, 0.182, -0.273], [-0.401, 1.333, -1.772], [-0.211, 0.199, -0.002], [0.061, -0.119, 0.207], [-0.659, 0.275, -0.110], [-0.010, -0.064, 0.894], [-0.819, -0.376, 0.485], [0.478, -0.753, -0.092], [0.720, 0.268, -1.414], [0.132, 0.102, -0.800], [0.111, 0.504, 0.338], [0.148, 0.908, 0.432], [-0.069, -0.011, -0.095], [-1.526, 2.238, -1.002], [0.002, 0.152, 0.054], [-0.350, -0.146, 0.884], [-0.056, 0.068, -0.073], [1.041, 0.294, 0.051], [0.020, -0.284, -0.016], [-0.355, -0.075, -0.182], [0.115, 0.285, 0.070], [1.752, 0.059, 1.148], [-0.165, -0.228, -0.030], [0.214, 0.045, -0.029], [0.038, -0.207, 0.945], [0.323, -0.257, 0.275], [-0.080, -0.024, -0.003], [-0.171, 0.019, 0.062], [-0.248, -0.092, -0.035], [-0.241, -0.156, 1.025], [-0.035, -0.055, -0.141], [-0.038, -0.875, -0.959], [-0.218, -0.140, 0.264], [-0.487, -2.565, -1.052], [0.143, -1.091, -1.328], [-0.196, -0.078, 0.339], [-0.018, 0.025, -0.023]],
  "total_charge": 0,
  "lumo_ev": [-0.66, -0.66],
  "spin_multiplicity": 2,
  "max_force_ev_per_a": 2.89
}



(4)
{
  "formula": "C6H12O",
  "method": "wB97M-V/def2-TZVPD",
  "species": ["H", "C", "C", "H", "H", "H", "H", "C", "C", "H", "H", "H", "C", "H", "H", "C", "H", "H", "O"],
  "coordinates": [[1.056, 1.855, -2.331], [1.248, -1.421, 2.122], [-0.043, 0.646, 2.619], [-0.695, 0.350, -0.130], [2.434, 0.477, -0.140], [1.201, -2.250, 1.400], [0.678, -1.819, 3.194], [0.533, -0.066, 1.673], [0.337, 0.291, 0.244], [-0.808, 0.260, 3.350], [2.310, -1.227, 2.318], [0.361, 1.698, 2.924], [1.288, 0.862, -1.974], [-4.167, -0.135, -3.846], [-5.452, -0.269, -2.910], [1.431, 0.726, -0.512], [0.606, 0.118, -2.491], [2.285, 0.651, -2.240], [-4.603, -0.749, -3.270]],
  "atomic_forces_ev_per_a": [[-0.127, 0.355, -0.048], [-3.261, -0.714, 1.523], [-0.848, 3.013, 3.586], [0.540, -0.092, 0.161], [-0.415, 0.744, 0.205], [-0.117, 0.265, 0.101], [1.831, 1.220, -2.959], [0.666, -3.311, -0.739], [4.527, 2.174, -0.741], [2.011, -0.389, 0.276], [-0.392, 0.246, 0.194], [-2.017, -0.940, -1.828], [-0.418, -0.257, -0.822], [0.175, 0.645, -0.418], [2.671, -1.312, -1.223], [-3.753, -2.962, 1.707], [0.647, 0.852, 0.895], [1.122, -0.206, -1.512], [-2.841, 0.670, 1.642]],
  "relative_energy_ev": 5.1726,
  "total_charge": 0,
  "lumo_ev": 0.36,
  "max_force_ev_per_a": 5.08
}